Record 1
A molecular structure, C37H37BaN13OS3, computed with the ωB97M-V functional and the def2-TZVPD basis.

The value obtained for the energy above the lowest of the compared OMol25 structures with the same formula, charge and spin is 125.3 kcal/mol. Its gap between HOMO and LUMO is 3.24 eV. Its spin multiplicity is 1. Its LUMO energy is 3.350 eV. Its charge is -2.

Each line ends with the Mulliken charge.
Geometry (Å):
Ba -1.1218 0.7283 0.1439  1.049
C -1.6797 -2.3703 -2.1138  -0.580
N -0.2691 -2.6639 -2.0963  -0.064
C 0.4868 -2.0514 -3.1625  -1.627
C 1.4867 -0.9705 -2.7578  -0.784
N 0.9111 0.3268 -2.3384  1.493
C 1.7849 0.9781 -1.3627  -1.063
C 0.6823 1.2197 -3.4620  -1.140
C 1.7816 1.6035 -4.2337  -0.054
C 1.6860 2.4678 -5.3102  -1.030
C 0.4349 2.9729 -5.6406  -0.432
C -0.6673 2.6109 -4.8863  -0.745
C -0.5938 1.7388 -3.7703  0.571
S -2.0830 1.4129 -2.9224  -0.206
C 1.9064 -3.1296 -0.4389  -0.480
C 1.9922 -4.2540 -1.2547  -0.296
C 3.1850 -4.9380 -1.4058  -0.902
C 4.3151 -4.4675 -0.7368  -0.455
C 4.2402 -3.3361 0.0482  -0.658
C 3.0389 -2.6022 0.2324  0.463
S 3.0791 -1.1495 1.1943  -0.448
H -2.2237 -3.0250 -2.8145  0.175
H -1.9282 -1.3335 -2.3843  0.053
H -2.0935 -2.5556 -1.1112  0.361
H -0.1897 -1.6062 -3.9100  0.607
H 1.0865 -2.8120 -3.6934  0.239
H 2.1684 -0.8224 -3.6069  0.536
H 2.1190 -1.3231 -1.9411  0.476
H 2.8013 1.1663 -1.7401  0.325
H 1.9075 0.3512 -0.4727  0.144
H 1.3584 1.9547 -1.1039  0.310
H 2.7536 1.2040 -3.9669  0.286
H 2.5681 2.7373 -5.8791  0.377
H 0.3118 3.6419 -6.4861  0.353
H -1.6484 2.9853 -5.1577  0.520
H 1.0902 -4.5506 -1.7762  0.276
H 3.2401 -5.8175 -2.0376  0.353
H 5.2670 -4.9808 -0.8394  0.319
H 5.1167 -2.9495 0.5542  0.371
N -0.6690 -4.7017 0.5506  -0.613
C -0.5692 -3.3004 0.7930  -0.414
S 0.3255 -2.3305 -0.1402  1.279
N -1.4184 -2.8100 1.7861  -0.793
N -0.9343 -1.7019 2.3173  0.318
C -1.8012 -0.9783 2.9915  -1.309
C -3.2644 -1.1664 2.9307  1.041
C -4.0588 -1.5124 4.0085  -0.405
C -5.4453 -1.6690 3.8856  -0.582
C -6.0303 -1.4851 2.6450  -0.356
C -5.2634 -1.1207 1.5414  -0.827
C -3.8742 -0.9266 1.6534  -0.038
O -3.1401 -0.5398 0.6486  -0.329
H -0.8776 -4.8724 -0.4272  0.248
H -1.4500 -5.0187 1.1154  0.338
H -1.3817 -0.1597 3.5791  0.219
H -3.5847 -1.6946 4.9687  0.348
H -6.0443 -1.9532 4.7438  0.342
H -7.1016 -1.6236 2.5285  0.353
H -5.7209 -0.9567 0.5719  0.361
N 3.6408 3.1881 5.9072  0.064
C 4.3477 4.1159 6.6424  0.594
C 4.9659 4.0624 7.8924  -1.005
C 5.5985 5.2101 8.3163  -0.376
C 5.6207 6.3756 7.5286  -0.424
C 5.0086 6.4212 6.2933  -0.729
C 4.3624 5.2698 5.8458  0.507
N 3.6771 5.0333 4.6595  -0.685
C 3.2723 3.8003 4.7400  0.001
C 2.4923 3.0941 3.6875  1.486
C 2.0885 1.7796 3.8465  -1.095
C 1.3549 1.1670 2.8331  -1.038
N 1.0512 1.8126 1.7123  0.605
C 1.4669 3.0627 1.5467  -0.501
C 2.1723 3.7651 2.5124  -0.981
H 3.4260 2.2431 6.1678  0.165
H 4.9533 3.1666 8.4996  0.380
H 6.0930 5.2144 9.2795  0.369
H 6.1325 7.2532 7.9032  0.357
H 5.0228 7.3128 5.6801  0.421
H 2.3267 1.1876 4.7211  0.194
H 1.0380 0.1257 2.9086  0.865
H 1.2222 3.5374 0.6000  0.442
H 2.4875 4.7857 2.3500  0.479
N -2.1877 4.9673 -2.7946  -0.703
N -2.4954 4.5108 -1.5197  1.048
N -3.6578 4.6981 -0.9523  -1.019
C -3.5088 3.9912 0.1695  -0.202
N -2.3063 3.4194 0.2324  -0.384
N -1.6695 3.7632 -0.8689  0.141
H -3.0064 4.7543 -3.3587  0.375
H -1.4732 4.3162 -3.1299  0.307
H -4.2802 3.8598 0.9071  0.468

Record 2
3 unconnected molecules or ions with the total composition C37H37ClF16N2O4, computed with the ωB97M-V functional and the def2-TZVPD basis.

Its gap between HOMO and LUMO is 8.72 eV. Its spin multiplicity is 1. Its LUMO energy is -0.367 eV.

Each line ends with the Mulliken charge.
Geometry (Å):
H 4.9460 0.7754 -3.5776  0.342
N 4.3961 1.6413 -3.6552  -0.644
C 4.1061 2.0293 -2.4817  -0.454
C 4.4904 1.3123 -1.1675  -0.310
C 4.1699 -0.1876 -1.1322  -0.575
C 2.9580 -0.7736 -1.5590  1.609
Cl 1.6492 0.2347 -2.1809  -0.222
C 2.7226 -2.1678 -1.4772  0.186
C 3.7014 -3.0427 -0.9514  0.794
C 4.9275 -2.4887 -0.5053  0.218
C 5.9559 -3.4731 0.1105  -0.693
C 5.4052 -4.1138 1.3685  -0.560
C 4.9811 -4.6300 2.3786  -0.221
C 5.1627 -1.0790 -0.5962  -0.986
N 6.4141 -0.5733 -0.0963  -0.193
C 7.5644 -0.9056 -0.9472  -0.268
C 7.6964 -0.0199 -2.2168  -0.920
C 3.3536 -4.5462 -0.8603  -0.234
O 4.1455 -5.4166 -1.1207  -0.532
C 1.9039 -4.8217 -0.4242  0.793
C 1.5869 -5.8617 0.4729  -1.033
C 0.2204 -5.9991 0.8423  0.794
C -0.1743 -7.0995 1.8552  -1.451
C -0.7538 -5.1266 0.3223  -0.760
C -0.4517 -4.0732 -0.5948  0.884
C -1.5669 -3.1691 -1.1172  -1.174
C -2.0890 -2.1418 -0.0414  -0.218
C -3.2787 -1.3748 -0.7226  -0.827
C -3.8412 -0.2083 0.1388  0.197
C -4.4575 -0.7908 1.4591  -1.186
C 0.9118 -3.9416 -0.9576  -0.139
C 1.3886 -2.8260 -1.9111  -0.952
O 0.8126 -2.5112 -2.9200  -0.575
H 3.4763 2.9532 -2.4124  0.612
H 4.0867 1.7988 -0.2543  0.251
H 5.5967 1.3941 -1.0750  0.343
H 6.8828 -2.9579 0.4221  0.453
H 6.2567 -4.2309 -0.6382  0.379
H 4.8849 -4.8506 3.4380  0.438
H 6.5437 -0.8598 0.8682  0.416
H 8.4744 -0.7135 -0.3321  0.437
H 7.6292 -1.9748 -1.2493  0.223
H 6.7438 0.1475 -2.7512  0.050
H 8.4541 -0.4916 -2.8800  0.402
H 8.1289 0.9690 -1.9453  0.263
H 2.3557 -6.5398 0.8746  0.425
H -0.7767 -6.6159 2.6551  0.344
H -0.7599 -7.9175 1.4004  0.307
H 0.7514 -7.4572 2.3513  0.336
H -1.8155 -5.1968 0.6206  0.398
H -1.2978 -2.5760 -2.0070  0.501
H -2.4275 -3.8125 -1.3936  0.447
H -2.4518 -2.6915 0.8500  0.306
H -1.2830 -1.4521 0.2828  0.303
H -2.9045 -0.9397 -1.6744  0.316
H -4.0475 -2.1319 -0.9928  0.256
H -3.1177 0.6127 0.3001  0.342
H -4.6969 0.2103 -0.4360  -0.149
H -3.6166 -1.0408 2.1341  0.339
H -4.9518 -1.7497 1.1836  0.247
H -5.1904 -0.0920 1.8952  0.353
F -8.7864 0.7507 -1.4905  -0.220
C -7.6436 1.4256 -1.2744  0.109
F -6.6355 0.6228 -1.6953  -0.246
C -7.4475 1.7817 0.2028  1.028
F -7.3267 0.6662 0.9579  -0.228
F -6.2585 2.4419 0.3063  -0.332
C -8.5172 2.6998 0.8332  -0.896
O -9.5507 2.0769 1.5963  -0.406
C -10.6800 1.5956 0.9406  0.782
F -10.6862 2.0012 -0.3412  -0.275
F -11.7419 2.1887 1.5293  -0.302
C -10.8288 0.0779 1.0814  0.185
F -9.7592 -0.5681 0.5764  -0.206
F -11.9154 -0.3512 0.4004  -0.264
H -7.6415 2.3230 -1.8986  0.276
H -7.9842 3.3082 1.5649  0.424
H -8.9206 3.4144 0.1148  0.342
H -10.9337 -0.2045 2.1310  0.252
F 1.0785 4.7566 1.6526  -0.224
C 1.3101 4.3890 0.3799  0.078
F 1.4427 3.0392 0.3828  -0.234
C 2.5769 5.0305 -0.1908  1.081
F 3.6745 4.6165 0.4805  -0.295
F 2.7170 4.5717 -1.4692  -0.370
C 2.5898 6.5721 -0.2732  -0.867
O 3.2602 7.2797 0.7699  -0.410
C 2.5673 7.5758 1.9401  0.774
F 1.2596 7.3002 1.7930  -0.278
F 2.6550 8.9141 2.1045  -0.301
C 3.1814 6.8925 3.1654  0.193
F 3.1898 5.5519 3.0257  -0.209
F 2.4576 7.1763 4.2716  -0.260
H 0.4346 4.6409 -0.2242  0.253
H 3.1704 6.8117 -1.1650  0.427
H 1.5976 6.9816 -0.4661  0.345
H 4.2097 7.2260 3.3192  0.245

Highest occupied orbital energy values (in eV) by entry order: 0.108; -9.086.